No. 1
Here is a 2-piece molecular cluster, C3H13N3 overall from the Open Molecules 2025 dataset. Energies are from ωB97M-V/def2-TZVPD.

Results
Energy relative to the best compared isomer or geometry (same formula, charge and spin) in kcal/mol: 93.2
Gap between HOMO and LUMO in eV: 9.3370
Electronic energy in eV: -7787.98116
SMILES: CCC.NNN

The geometry in XYZ format:
```
19
Properties=species:S:1:pos:R:3:forces:R:3:lowdin_charge:R:1
C -1.0934 1.9233 -0.0724 0.0 0.1 0.1 -0.14
C -1.0998 0.4590 0.3608 1.0 -0.4 -2.1 -0.37
C -2.2129 -0.3358 -0.3182 -0.2 0.0 0.1 -0.14
H -2.0541 2.4107 0.1269 0.0 0.0 0.0 0.07
H -0.3255 2.4832 0.4682 0.0 0.0 -0.1 0.07
H -0.8938 2.0092 -1.1453 0.0 0.0 0.1 0.07
H -1.2872 0.4310 1.4432 0.6 -0.3 0.0 0.11
H -0.0201 -0.0351 -0.1156 -3.9 1.6 1.1 0.13
H -3.1999 0.1002 -0.1284 0.0 0.0 0.0 0.07
H -2.2421 -1.3657 0.0472 0.1 0.0 -0.1 0.07
H -2.0735 -0.3546 -1.4037 0.0 0.0 0.1 0.07
N 1.5090 -2.0153 0.0764 -0.7 0.2 0.7 -0.03
N 1.4951 -0.6431 0.4068 -0.2 0.6 0.5 -0.33
N 2.6696 0.0572 0.0560 -0.3 0.4 0.6 -0.03
H 1.6606 -2.1514 -0.9219 -0.1 0.2 0.2 0.06
H 2.2479 -2.5096 0.5740 -0.1 0.1 0.0 0.06
H 0.5754 -0.1136 0.9405 4.2 -2.4 -1.3 0.16
H 3.4794 -0.3216 0.5457 -0.1 0.0 0.1 0.05
H 2.8653 -0.0280 -0.9402 -0.3 0.0 0.1 0.06
```
Forces are in eV/Å.

=====

No. 2
Here is a 2-piece molecular cluster, CH5NO3 overall from the Open Molecules 2025 dataset. Energies are from ωB97M-V/def2-TZVPD.

Results
Energy relative to the best compared isomer or geometry (same formula, charge and spin) in kcal/mol: 21.6
Gap between HOMO and LUMO in eV: 11.1434
Electronic energy in eV: -8750.88919
SMILES: NC(=O)O.O

The geometry in XYZ format:
```
10
Properties=species:S:1:pos:R:3:forces:R:3:lowdin_charge:R:1
N -1.1835 0.2992 0.3910 0.7 -0.8 -0.2 0.17
C -0.2141 0.5305 -0.5497 -2.3 2.0 -4.4 -0.61
O -0.2481 0.0102 -1.6731 0.7 -0.8 2.2 0.03
O 0.4011 1.7565 -0.4744 0.7 -0.5 1.1 0.07
H -1.2616 0.7718 1.2437 0.5 1.0 1.0 0.09
H -1.9792 -0.2972 0.2157 0.6 -0.1 -0.6 0.12
H 0.9214 1.9346 -1.2989 -0.8 -0.8 0.9 0.14
O 1.4584 -1.5614 1.0106 1.1 0.0 -0.2 -0.03
H 1.5815 -1.8714 0.1142 0.7 -0.1 -0.4 0.04
H 0.5240 -1.5729 1.0209 -1.8 0.2 0.6 -0.01
```
Forces are in eV/Å.

=====

No. 3
Here is one molecule with the formula C21H33NO5 from the Open Molecules 2025 dataset. Energies are from ωB97M-V/def2-TZVPD.

Results
Energy relative to the best compared isomer or geometry (same formula, charge and spin) in kcal/mol: 2.2
Gap between HOMO and LUMO in eV: 9.1649
Electronic energy in eV: -34039.84410
SMILES: CCC(=O)c1cn(/C(=C\C(=O)OC(C)(C)C)CCC(OC)OC)cc1CC

The geometry in XYZ format:
```
60
Properties=species:S:1:pos:R:3:forces:R:3:lowdin_charge:R:1
C -5.3224 -2.4294 -2.0192 0.1 0.0 0.1 -0.10
C -4.1020 -2.4303 -1.1080 -0.3 0.2 -0.4 -0.17
C -3.2984 -1.1518 -1.2444 0.0 -0.2 0.1 -0.36
O -3.7188 -0.1977 -1.8695 -0.1 0.0 -0.1 0.08
C -1.9733 -1.1069 -0.6223 0.6 0.5 0.0 -0.10
C -1.0221 -0.2027 -1.0537 -0.5 -0.3 -0.2 0.01
N 0.1116 -0.3634 -0.3370 -0.4 -0.1 -0.2 -0.03
C 1.2879 0.3813 -0.5038 0.5 0.4 -0.1 -0.17
C 1.2625 1.7106 -0.6394 0.0 -0.3 0.0 0.10
C 0.0791 2.6010 -0.5143 0.2 0.1 -0.1 -0.49
O -0.0032 3.6390 -1.1264 0.0 0.0 0.0 0.11
O -0.7973 2.1374 0.3687 0.0 0.0 0.2 0.02
C -2.0477 2.8233 0.6413 -0.6 0.4 0.1 -0.55
C -2.8836 2.9471 -0.6306 0.3 -0.1 0.0 -0.01
C -2.7456 1.9138 1.6520 0.3 0.1 -0.3 -0.01
C -1.7607 4.1957 1.2501 0.2 -0.2 -0.2 -0.02
C 2.5308 -0.4631 -0.5720 0.2 0.2 0.0 -0.11
C 3.8315 0.3038 -0.7734 0.2 -0.4 0.1 -0.12
C 5.0267 -0.6578 -0.7377 -0.3 0.0 -0.3 -0.43
O 5.1229 -1.1535 0.5716 -0.2 0.3 -0.1 -0.14
C 6.0190 -2.2353 0.7114 0.1 -0.1 0.0 -0.08
O 6.2262 -0.0850 -1.1819 0.0 -0.1 -0.1 -0.13
C 6.6722 1.0429 -0.4503 0.0 0.0 0.0 -0.08
C -0.0988 -1.3635 0.5752 -0.1 -0.4 0.4 -0.01
C -1.3678 -1.8506 0.4422 0.2 -0.1 -0.1 -0.18
C -1.9670 -2.8725 1.3535 0.0 0.2 0.1 -0.20
C -2.8572 -2.2097 2.4076 0.1 -0.2 -0.1 -0.09
H -5.0154 -2.3643 -3.0601 0.0 0.0 -0.1 0.08
H -5.9498 -1.5691 -1.8008 -0.1 0.0 -0.1 0.08
H -5.9042 -3.3375 -1.8794 -0.1 -0.1 0.0 0.07
H -3.4500 -3.2758 -1.3386 0.1 0.0 0.1 0.12
H -4.4198 -2.5236 -0.0676 0.1 -0.1 0.1 0.11
H -1.0887 0.4953 -1.8646 0.0 0.2 -0.1 0.15
H 2.1642 2.2470 -0.8864 0.1 0.0 -0.1 0.12
H -2.3631 3.5491 -1.3704 0.0 0.1 0.0 0.08
H -3.8283 3.4284 -0.3932 -0.1 0.0 0.1 0.09
H -3.0902 1.9652 -1.0517 -0.1 -0.1 0.0 0.07
H -2.9137 0.9366 1.2079 0.0 -0.1 0.0 0.07
H -2.1262 1.7912 2.5370 0.1 0.0 0.1 0.09
H -3.7002 2.3429 1.9410 -0.1 0.1 0.0 0.09
H -1.1226 4.0914 2.1257 0.0 0.0 0.1 0.09
H -2.6935 4.6661 1.5479 -0.1 0.0 0.1 0.09
H -1.2612 4.8319 0.5245 0.0 0.1 0.0 0.08
H 2.4025 -1.1912 -1.3798 -0.1 0.0 0.1 0.14
H 2.6195 -1.0307 0.3579 -0.1 -0.1 0.0 0.12
H 3.9547 1.0292 0.0306 0.0 0.1 0.0 0.13
H 3.8387 0.8172 -1.7353 0.0 0.1 0.0 0.14
H 4.8661 -1.4892 -1.4471 0.0 0.1 0.2 0.16
H 7.0237 -1.9635 0.3766 0.0 0.0 0.0 0.09
H 5.6738 -3.0999 0.1327 0.0 0.0 0.0 0.09
H 6.0361 -2.4825 1.7706 0.0 -0.1 0.0 0.09
H 6.1277 1.9458 -0.7422 0.0 0.0 0.0 0.09
H 7.7255 1.1628 -0.6965 0.0 0.1 0.1 0.09
H 6.5617 0.8806 0.6248 0.0 0.1 0.0 0.09
H 0.6550 -1.6406 1.2853 0.2 0.0 0.1 0.13
H -2.5444 -3.6068 0.7917 0.1 -0.1 0.0 0.09
H -1.1558 -3.4020 1.8582 0.0 -0.1 -0.1 0.11
H -2.2719 -1.5186 3.0095 0.0 0.1 0.1 0.08
H -3.6620 -1.6484 1.9384 -0.1 0.1 0.0 0.06
H -3.2929 -2.9597 3.0636 -0.1 0.0 0.1 0.07
```
Forces are in eV/Å.

=====

Q: The highest electronic energy belongs to which entry?
A: C3H13N3

=====

Q: What is the energy relative to the best compared isomer or geometry (same formula, charge and spin) in the first record?
A: 93.2 kcal/mol

=====

Copy entry 2 word for word.
Here is a 2-piece molecular cluster, CH5NO3 overall from the Open Molecules 2025 dataset. Energies are from ωB97M-V/def2-TZVPD.

Results
Energy relative to the best compared isomer or geometry (same formula, charge and spin) in kcal/mol: 21.6
Gap between HOMO and LUMO in eV: 11.1434
Electronic energy in eV: -8750.88919
SMILES: NC(=O)O.O

The geometry in XYZ format:
```
10
Properties=species:S:1:pos:R:3:forces:R:3:lowdin_charge:R:1
N -1.1835 0.2992 0.3910 0.7 -0.8 -0.2 0.17
C -0.2141 0.5305 -0.5497 -2.3 2.0 -4.4 -0.61
O -0.2481 0.0102 -1.6731 0.7 -0.8 2.2 0.03
O 0.4011 1.7565 -0.4744 0.7 -0.5 1.1 0.07
H -1.2616 0.7718 1.2437 0.5 1.0 1.0 0.09
H -1.9792 -0.2972 0.2157 0.6 -0.1 -0.6 0.12
H 0.9214 1.9346 -1.2989 -0.8 -0.8 0.9 0.14
O 1.4584 -1.5614 1.0106 1.1 0.0 -0.2 -0.03
H 1.5815 -1.8714 0.1142 0.7 -0.1 -0.4 0.04
H 0.5240 -1.5729 1.0209 -1.8 0.2 0.6 -0.01
```
Forces are in eV/Å.

=====

Q: What is the gap between HOMO and LUMO in the third record?
A: 9.1649 eV